w.
# C3H6N2O3

One molecule with the formula C3H6N2O3 (the ωB97M-V functional and the def2-TZVPD basis, the Open Molecules 2025 dataset).

HOMO = -9.742 eV
SMILES string = [H]/N=C\NOCOC=O

Positions of all 14 atoms, in Å:
C -2.66244 -0.06635 0.26675
C 0.84981 0.54764 0.13259
C 2.92854 -0.60203 -0.12200
H -1.80896 -1.53168 0.20483
H -3.67521 0.75450 0.18676
H -1.81681 1.34309 -0.95542
H 1.13383 0.57065 1.26639
H 1.37375 1.54784 -0.47661
H 3.47256 -1.03575 -1.01148
N -2.81464 -1.37905 0.36344
N -1.47138 0.72506 0.04891
O -0.49409 -0.10402 -0.16227
O 1.61449 -0.61906 -0.61715
O 3.37055 -0.15082 0.87528

=====

x.
# C3H6N2O3

One molecule with the formula C3H6N2O3 (the ωB97M-V functional and the def2-TZVPD basis, the Open Molecules 2025 dataset).

HOMO = -9.408 eV
SMILES string = CONC(=O)/C=N/O

Positions of all 14 atoms, in Å:
C -2.63942 -0.51452 0.62117
C -0.19094 0.73133 -0.05212
C 1.33968 0.69255 0.14574
H -2.07636 -0.90391 1.53028
H -2.88856 0.61307 0.74823
H -3.60699 -0.98151 0.52126
H 0.09246 -1.21796 -0.42973
H 1.98152 1.52175 0.05815
H 3.55032 -1.28106 -0.09070
N -0.58881 -0.47743 -0.41264
N 1.87310 -0.44418 0.12494
O -1.87710 -0.84049 -0.55223
O -0.96366 1.66714 -0.15186
O 3.20346 -0.42106 0.12756

=====

y.
# C3H6N2O3

One molecule with the formula C3H6N2O3 (the ωB97M-V functional and the def2-TZVPD basis, the Open Molecules 2025 dataset).

HOMO = -9.821 eV
SMILES string = CNC(=O)NC(=O)O

Positions of all 14 atoms, in Å:
C -1.10610 1.40220 0.37855
N 0.61581 -1.13702 -0.51433
N -1.02912 0.59272 -0.81200
C 1.39434 -1.08224 0.61842
C -0.34589 -0.47922 -1.21283
O 1.26075 -0.01897 1.41370
O 2.20430 -1.95290 0.90987
O -0.62144 -0.92353 -2.33432
H 1.87931 -0.21449 2.14840
H 0.89878 -1.93885 -1.06041
H -1.67318 0.86977 -1.54307
H -0.72156 2.39628 0.13441
H -2.16377 1.49754 0.64123
H -0.59222 0.98873 1.23236

=====

y ends up most stable, edging out the next structure by 484.4 kJ/mol.

=====

w.
# C3H6N2O3

C3H6N2O3 as an isolated structure (the ωB97M-V functional and the def2-TZVPD basis, the Open Molecules 2025 dataset).

HOMO = -9.688 eV

Positions of all 14 atoms, in Å:
C -0.33922 -0.69830 2.58308
C -0.84352 1.32887 0.83471
C 0.81965 -0.85788 -0.83095
N -1.16161 1.80984 -0.44727
N -0.39154 0.06895 0.91351
O -0.48595 -1.83117 2.69781
O -0.89650 2.09423 1.76707
O -0.41934 -0.83681 -0.13180
H -0.14738 0.05046 3.23372
H 0.80467 -0.34886 -1.76135
H 1.12422 -1.89290 -1.07381
H 1.54827 -0.40345 -0.24072
H -0.95997 1.24059 -1.23221
H -1.93761 2.53906 -0.50848

=====

x.
# C3H6N2O3

A 2-piece molecular cluster, C3H6N2O3 overall (the ωB97M-V functional and the def2-TZVPD basis, the Open Molecules 2025 dataset).

HOMO = -9.378 eV
SMILES string = O=[N+]([O-])/N=C\O.C=C

Positions of all 14 atoms, in Å:
C 1.50604 1.09045 1.04887
C 1.09370 1.72468 -0.01564
C -0.96991 -1.34009 0.65646
N -0.44229 -0.37466 -0.00134
N -0.68406 -0.30032 -1.32043
O -1.81561 0.01805 -1.61723
O 0.17497 -0.43296 -2.15867
O -1.57825 -2.39892 0.22738
H 1.09546 1.41731 2.03661
H 2.31350 0.31271 0.85504
H 1.50084 1.55243 -0.92504
H 0.39679 2.51460 0.23137
H -0.79217 -1.41058 1.72418
H -1.79900 -2.37269 -0.74153

=====

y.
# C3H6N2O3

One molecule with the formula C3H6N2O3 (the ωB97M-V functional and the def2-TZVPD basis, the Open Molecules 2025 dataset).

HOMO = -9.627 eV
SMILES string = [H]/N=C(/N)OCOC=O

Positions of all 14 atoms, in Å:
C -1.30524 0.38960 -0.15195
C 0.65440 -0.91972 -0.71262
C 2.13951 0.26709 0.71108
H -3.06900 0.54830 1.17247
H -2.46264 -1.22888 0.57977
H 0.13361 1.58111 -0.63856
H 0.91400 0.00766 -1.32278
H 0.74908 -1.81181 -1.50920
H 2.30528 0.55451 2.00500
N -2.51654 -0.04757 0.51257
N -0.97583 1.56530 -0.33697
O -0.73358 -0.80680 -0.50857
O 1.47763 -0.95344 0.57401
O 2.68932 0.85464 -0.37426

=====

z.
# C3H6N2O3

One molecule with the formula C3H6N2O3 (the ωB97M-V functional and the def2-TZVPD basis, the Open Molecules 2025 dataset).

HOMO = -9.768 eV
SMILES string = C/C(=N/OC=O)NO

Positions of all 14 atoms, in Å:
C -0.20068 -1.66370 1.09349
C -0.00559 -0.36132 0.44899
C -0.01740 0.83436 -2.67228
H 0.66184 -1.65027 1.87779
H 0.21780 -2.65119 0.45860
H -1.20632 -1.86671 1.58826
H -0.00980 0.40416 2.45037
H 0.18151 2.38448 0.35570
H 0.33674 1.90146 -3.19429
N -0.29534 0.59832 1.42108
N -0.04018 -0.40135 -0.75564
O 0.46201 1.96613 1.35738
O 0.17987 0.90842 -1.26046
O -0.26447 -0.40280 -3.16899

=====

w ends up most stable, edging out the next structure by 70.4 kJ/mol.

=====

w.
# C9H9N3

One molecule with the formula C9H9N3 (the ωB97M-V functional and the def2-TZVPD basis, the Open Molecules 2025 dataset).

HOMO = -8.833 eV
SMILES string = Cc1nc2cccnc2nc1C

Positions of all 21 atoms, in Å:
C -2.44531 1.27407 0.16740
C -1.13845 0.62200 0.04526
C 1.15005 0.58532 -0.00292
C 2.30800 1.25436 -0.12931
C 3.43178 0.52238 -0.04863
C 3.35990 -0.83798 0.20561
C 1.10627 -0.87083 -0.05135
C -1.17816 -0.80536 -0.09024
C -2.54192 -1.43186 -0.10135
H -3.18969 1.11415 -0.64786
H -2.24378 2.37840 0.16237
H -2.86607 1.06707 1.18458
H 2.33634 2.37563 -0.25333
H 4.42780 0.88227 -0.26636
H 4.24198 -1.38270 0.19384
H -3.39248 -1.10698 -0.71697
H -2.43720 -2.42358 -0.51915
H -2.93473 -1.52973 0.87864
N -0.11459 1.28364 -0.07636
N 2.23184 -1.49091 0.06515
N -0.11158 -1.47936 0.00100

=====

x.
# C9H9N3

One molecule with the formula C9H9N3 (the ωB97M-V functional and the def2-TZVPD basis, the Open Molecules 2025 dataset).

HOMO = -8.345 eV
SMILES string = CNc1ccc2ncncc2c1

Positions of all 21 atoms, in Å:
C 1.00371 -0.61544 3.18706
C -0.33300 -0.62003 1.09796
C -1.63994 -0.66386 0.47516
C -1.91565 -0.25188 -0.81357
C -0.84844 0.09116 -1.71416
C -0.13398 1.11313 -3.55501
C 1.43540 0.88409 -1.87325
C 0.44610 0.17005 -1.09424
C 0.65116 -0.06243 0.28544
H 1.52401 0.27170 2.75657
H 1.70316 -1.44330 3.38336
H 0.65598 -0.34417 4.18087
H -0.98936 -0.69545 2.92382
H -2.43547 -1.06164 1.02413
H -2.84131 -0.35506 -1.25222
H -0.35668 1.56174 -4.48361
H 2.49974 1.06454 -1.41450
H 1.74484 -0.04688 0.48682
N -0.19452 -0.94635 2.47792
N -1.08855 0.55530 -2.97680
N 1.11280 1.39479 -3.10176

=====

x ends up most stable, edging out the next structure by 9.8 kJ/mol.

=====

w.
# C3H12NO2

A 2-piece molecular cluster, C3H12NO2 overall (the ωB97M-V functional and the def2-TZVPD basis, the Open Molecules 2025 dataset).

net charge = +1
HOMO = -14.883 eV

Positions of all 18 atoms, in Å:
C -1.20624 -0.86714 1.00091
O -1.83531 0.08556 1.86599
C -0.38462 -0.24840 -0.12045
C 0.21677 -1.29717 -1.05546
N 0.55239 0.62148 0.63742
H -2.07704 -1.42428 0.68147
H -0.48736 -1.50768 1.53082
H -2.63663 -0.29640 2.23012
H -1.04915 0.47759 -0.58595
H 0.42190 -0.85798 -2.01855
H 1.12441 -1.71326 -0.59625
H -0.41555 -2.18151 -1.07275
H 1.24020 0.08161 1.18248
H -0.06006 1.13352 1.31022
H 1.05526 1.32025 0.05280
H 1.88857 1.67233 -2.21726
H 1.74781 2.96730 -1.50020
O 1.90467 2.03419 -1.32537

=====

x.
# C3H12NO2

A 3-piece molecular cluster, C3H12NO2 overall (the ωB97M-V functional and the def2-TZVPD basis, the Open Molecules 2025 dataset).

net charge = +1
HOMO = -15.628 eV

Positions of all 18 atoms, in Å:
C 0.54985 1.82478 -0.84526
C 0.27956 0.39581 -1.33036
C -1.77386 -0.81932 -1.01486
N -0.73639 -0.34233 -0.47778
H -0.39946 2.38822 -0.96977
H 0.64852 1.67001 0.17298
H 1.31625 2.36577 -1.30919
H -0.06870 0.39933 -2.42468
H 1.22361 -0.17023 -1.42554
H -2.54665 -1.31258 -0.40473
H -1.82856 -1.00302 -2.04916
H -0.59578 -0.09635 0.54285
H 1.12528 -2.66182 1.83198
H 1.95035 -1.98337 0.86310
O 1.05119 -2.08471 1.06818
H -0.34657 1.28059 2.68697
H 0.41799 -0.21520 2.75198
O -0.26663 0.36443 2.33326

=====

w ends up most stable, edging out the next structure by 86.5 kJ/mol.

=====

w.
# C3H12NO2

A 3-piece molecular cluster, C3H12NO2 overall (the ωB97M-V functional and the def2-TZVPD basis, the Open Molecules 2025 dataset).

net charge = +1
HOMO = -14.140 eV

Positions of all 18 atoms, in Å:
C 1.66539 0.76059 -1.91399
C 0.43409 0.55446 -1.11354
C -0.82499 0.72160 -1.47948
N 0.70778 0.23945 0.35871
H 1.39853 0.92368 -2.95032
H 2.33508 -0.08847 -1.90876
H 2.20310 1.63806 -1.54524
H -1.63440 0.20487 -0.98948
H -1.05355 1.48633 -2.21401
H 0.80543 -0.78453 0.38209
H 1.56361 0.72778 0.59937
H -0.14813 0.41237 0.88546
H -2.84694 -1.32507 1.65107
H -2.98783 -0.37274 0.47561
O -2.32122 -0.83937 1.00261
H 0.84822 -1.15362 3.28834
H -0.52249 -1.50397 2.90434
O 0.37830 -1.60142 2.56722

=====

x.
# C3H12NO2

A 2-piece molecular cluster, C3H12NO2 overall (the ωB97M-V functional and the def2-TZVPD basis, the Open Molecules 2025 dataset).

net charge = +1
HOMO = -14.837 eV

Positions of all 18 atoms, in Å:
C 0.83466 -0.89292 0.37385
C 0.39682 -0.89498 -1.10221
C 1.55115 -0.33693 -1.93858
O -0.82347 -0.12541 -1.09357
N -0.35114 -1.04947 1.28484
H 1.24208 0.10642 0.54422
H 1.59916 -1.61344 0.64261
H 0.14690 -1.91737 -1.40808
H 2.40272 -0.93651 -1.61916
H 1.34985 -0.48264 -2.99465
H 1.65612 0.71566 -1.70202
H -1.32104 -0.39648 -1.89052
H -0.92478 -0.21270 1.09770
H -0.91432 -1.84948 1.01742
H -0.14539 -1.03820 2.28561
H -1.07825 2.66206 2.81936
H -0.82520 3.59361 1.66931
O -1.32840 2.82412 1.89879

=====

x ends up most stable, edging out the next structure by 91.2 kJ/mol.